The following is a quantum chemistry calculation of the molecule C6H9Cl2N3O4, from the OMol25 dataset.

Properties
- orbital gap (eV) = 8.96
- E_HOMO (Ha) = -0.32445
- net charge = 0
- SMILES = O=[N+]([O-])[C@]1(O)N(Cl)C=CN1C[C@@H](O)CCl
- energy (eV) = -44066.8875

Cartesian coordinates (Å):
O: 1.68 2.68 0.48
N: 1.35 1.77 -0.24
O: 0.73 1.86 -1.26
C: 1.59 0.28 0.22
O: 2.01 0.46 1.77
N: 2.68 -0.35 -0.34
Cl: 4.23 -0.34 0.40
C: 2.21 -1.73 -0.65
C: 0.89 -1.68 -0.52
N: 0.42 -0.46 0.00
C: -0.76 -0.27 0.70
C: -2.00 -0.47 -0.18
O: -3.07 -0.69 0.68
C: -2.26 0.74 -1.11
Cl: -2.58 2.23 -0.17
H: 1.30 0.89 2.29
H: 2.96 -2.61 -0.96
H: 0.16 -2.47 -0.76
H: -0.78 0.78 1.08
H: -0.82 -0.82 1.76
H: -1.99 -1.33 -0.84
H: -3.39 0.18 1.00
H: -1.36 0.82 -1.67
H: -3.23 0.52 -1.68

In elementary charge units, the Löwdin charges are: 0.11 -0.31 0.08 -0.41 -0.09 -0.42 0.73 -0.09 -0.06 -0.05 -0.16 -0.45 -0.05 -0.49 0.62 0.08 0.16 0.13 0.11 0.18 0.14 0.08 0.05 0.12


The following is a quantum chemistry calculation of the molecule C6H9Cl3Si2, from the OMol25 dataset.

Properties
- 2S+1 = 3
- orbital gap (alpha / beta) (eV) = 7.13 / 7.84
- E_HOMO (alpha / beta) (Ha) = -0.26885 / -0.35127
- net charge = 0
- expectation value of S² = 2.060
- energy (eV) = -59689.3993

Cartesian coordinates (Å):
C: 1.63 -0.31 -0.67
C: 0.49 -0.04 0.07
C: -0.31 1.12 -0.07
C: -1.64 1.16 -0.22
C: 0.12 -1.09 1.15
C: 0.43 2.40 -0.38
Si: 2.72 -1.77 -0.69
Si: -3.07 0.08 0.01
Cl: -3.32 -1.00 -1.72
Cl: -3.29 -1.39 1.43
Cl: -4.66 1.26 0.42
H: 1.89 0.36 -1.47
H: 0.31 -2.14 0.83
H: -0.85 -1.10 1.63
H: 0.88 -1.07 1.96
H: 0.51 2.37 -1.44
H: 1.34 2.39 0.16
H: -0.24 3.21 -0.17
H: 2.95 -2.88 0.13
H: 4.12 -1.55 -0.95

In elementary charge units, the Löwdin charges are: -0.27 -0.32 -0.37 -0.04 -0.08 -0.03 0.74 -0.71 0.29 0.31 0.33 0.05 0.07 -0.01 0.09 0.09 0.08 0.08 -0.15 -0.13


The following is a quantum chemistry calculation of a 2-piece molecular cluster, C6H9ClF3NO3 overall, from the OMol25 dataset.

Properties
- orbital gap (alpha / beta) (eV) = 8.60 / 7.49
- E_HOMO (alpha / beta) (Ha) = -0.36242 / -0.34501
- net charge = 0
- energy (eV) = -34669.1216

Cartesian coordinates (Å):
C: 0.69 0.78 1.36
C: -1.34 -0.04 0.11
C: 0.88 -1.23 -0.15
C: 0.75 -1.43 -2.81
C: 0.23 0.16 0.01
C: 0.39 -2.87 -2.94
N: 2.21 -1.29 -0.54
O: 2.74 -2.37 -0.45
O: 2.77 -0.30 -0.97
O: 0.39 1.02 -1.07
F: -0.27 -3.09 -4.10
F: 1.41 -3.79 -2.80
F: -0.45 -3.23 -1.96
Cl: 2.27 -0.95 -3.36
H: 1.78 0.99 1.23
H: 0.38 0.15 2.24
H: -0.04 1.61 1.56
H: -1.83 0.83 0.65
H: -1.63 -0.94 0.78
H: -1.75 0.08 -0.90
H: 0.29 -2.14 -0.09
H: 0.00 -0.66 -2.60
H: 1.36 1.15 -1.20

In elementary charge units, the Löwdin charges are: -0.02 -0.03 0.09 -0.39 -0.61 -0.66 -0.49 0.07 -0.07 -0.04 0.13 0.10 0.11 0.88 0.10 0.10 0.09 0.09 0.12 0.08 0.14 0.09 0.11


The following is a quantum chemistry calculation of a 2-piece molecular cluster, C6H9ClFO7 overall, from the OMol25 dataset.

Properties
- orbital gap (eV) = 8.21
- E_HOMO (Ha) = -0.20670
- net charge = -1
- energy (eV) = -35927.2441

Cartesian coordinates (Å):
C: -1.07 2.89 -2.19
C: -2.10 2.11 -1.58
C: -2.94 0.93 -0.74
O: -2.42 -0.37 -1.05
C: -1.24 -0.82 -0.36
O: -1.63 -2.04 0.43
C: -0.40 0.13 0.61
O: 0.99 0.24 0.05
C: 1.74 1.32 0.71
F: 2.03 2.41 -0.29
H: -0.19 3.32 -2.87
H: -4.05 1.03 -1.14
H: -3.00 1.19 0.43
H: -0.50 -1.26 -1.18
H: -2.48 -1.80 0.90
H: -0.25 -0.43 1.65
H: -0.75 1.20 0.86
H: 2.81 0.96 1.09
H: 1.20 1.81 1.62
O: 2.51 -2.03 1.91
Cl: 2.85 -2.56 0.61
O: 3.41 -3.89 0.76
O: 3.82 -1.70 -0.03
O: 1.65 -2.64 -0.21

In elementary charge units, the Löwdin charges are: 0.05 -0.05 -0.21 -0.13 -0.30 -0.06 -0.11 -0.16 -0.13 -0.15 0.06 0.13 0.14 0.19 0.10 0.16 0.11 0.15 0.13 -0.40 0.63 -0.39 -0.39 -0.38


The following is a quantum chemistry calculation of C6H9ClINOS as an isolated structure, from the OMol25 dataset.

Properties
- orbital gap (alpha / beta) (eV) = 7.44 / 7.16
- E_HOMO (alpha / beta) (Ha) = -0.31743 / -0.32590
- net charge = 0
- energy (eV) = -41359.6376

Cartesian coordinates (Å):
C: 0.89 1.65 -1.10
C: 2.69 -0.88 -1.50
C: -1.13 -0.05 1.21
C: -1.12 1.30 0.45
C: -2.05 -1.10 0.67
C: -0.39 1.20 -0.83
N: 2.00 1.97 -1.32
O: 0.24 -1.66 -2.04
S: 1.17 -1.65 -0.87
Cl: -2.21 -2.28 1.98
I: -1.31 0.62 -2.56
H: 2.73 -1.20 -2.64
H: 3.46 -1.24 -0.83
H: 2.63 0.22 -1.58
H: -1.46 0.17 2.35
H: -0.06 -0.62 1.26
H: -0.78 2.15 0.98
H: -2.12 1.62 0.41
H: -1.54 -1.42 -0.24
H: -2.99 -0.67 0.55

In elementary charge units, the Löwdin charges are: -0.37 -0.33 -0.33 -0.26 -0.66 -0.71 0.16 -0.74 0.86 0.60 1.15 0.10 0.03 -0.03 0.14 0.11 0.11 0.10 0.03 0.06


The following is a quantum chemistry calculation of the molecule C6H9ClO, from the OMol25 dataset.

Properties
- orbital gap (eV) = 10.66
- E_HOMO (Ha) = -0.35676
- net charge = 0
- SMILES = Cl[C@H]1C[C@H]([C@H]2CO2)C1
- energy (eV) = -20933.7954

Cartesian coordinates (Å):
Cl: 0.10 3.42 -0.51
C: 0.04 1.60 -0.56
C: 1.28 0.79 -0.63
C: 0.78 -0.24 0.41
C: -0.03 -1.39 -0.32
C: -1.15 -2.07 0.26
O: -1.44 -0.91 -0.59
C: -0.18 0.84 0.86
H: -0.85 1.43 -1.26
H: 1.53 0.48 -1.55
H: 2.07 1.42 0.00
H: 1.53 -0.64 1.15
H: 0.45 -1.94 -1.18
H: -1.52 -1.95 1.37
H: -1.42 -2.98 -0.10
H: 0.26 1.29 1.82
H: -1.45 0.87 0.83

In elementary charge units, the Löwdin charges are: 0.52 -0.67 -0.18 -0.25 -0.20 -0.13 -0.11 -0.18 0.11 0.06 0.17 0.15 0.16 0.16 0.07 0.12 0.18


The following is a quantum chemistry calculation of a 2-piece molecular cluster, C6H9ClOS overall, from the OMol25 dataset.

Properties
- orbital gap (eV) = 8.61
- E_HOMO (Ha) = -0.31633
- net charge = 0
- SMILES = CC(Cl)=C=O.CC(C)=S
- energy (eV) = -31771.5005

Cartesian coordinates (Å):
C: -2.67 -0.17 1.58
C: -1.45 -0.79 2.19
Cl: -0.61 0.13 3.43
C: -0.91 -1.94 1.93
O: -0.37 -2.96 1.73
H: -3.29 -0.94 1.13
H: -2.40 0.55 0.81
H: -3.24 0.34 2.36
C: 1.12 1.25 -0.47
C: 0.62 0.02 -1.14
C: 1.56 -1.12 -1.25
S: -0.91 -0.07 -1.69
H: 1.56 1.91 -1.21
H: 1.89 1.01 0.26
H: 0.31 1.79 0.01
H: 1.22 -1.84 -1.99
H: 1.60 -1.62 -0.28
H: 2.56 -0.78 -1.49

In elementary charge units, the Löwdin charges are: -0.12 -0.71 0.64 -0.25 0.18 0.09 0.04 0.07 -0.13 -0.87 -0.13 0.72 0.09 0.08 0.07 0.07 0.09 0.08


The following is a quantum chemistry calculation of a 2-piece molecular cluster, C6H9F3N overall, from the OMol25 dataset.

Properties
- orbital gap (eV) = 8.94
- E_HOMO (Ha) = -0.52144
- net charge = +1
- energy (eV) = -16000.4409

Cartesian coordinates (Å):
C: 0.08 3.28 0.27
C: -0.86 -0.21 -1.03
C: -0.49 -1.43 1.02
C: -0.43 -0.12 0.38
C: -0.04 0.99 1.07
C: 3.22 0.08 -0.61
N: -0.08 2.14 0.51
F: 2.46 0.76 -1.43
F: 2.67 -1.16 -0.45
F: 3.13 0.64 0.59
H: -0.32 4.24 0.14
H: -1.93 -0.29 -1.11
H: -0.60 -1.11 -1.34
H: -0.48 0.66 -1.63
H: -1.43 -1.58 1.70
H: -0.26 -2.15 0.32
H: 4.30 0.19 -1.09
H: 0.19 -1.66 1.88
H: 0.17 1.17 2.08

In elementary charge units, the Löwdin charges are: 0.33 0.00 -0.03 -0.24 -0.08 -0.49 0.09 0.11 0.09 0.11 0.12 0.13 0.04 0.12 0.16 0.06 0.21 0.12 0.15


The following is a quantum chemistry calculation of a 2-piece molecular cluster, C6H9FN2 overall, from the OMol25 dataset.

Properties
- orbital gap (eV) = 9.51
- E_HOMO (Ha) = -0.33554
- net charge = 0
- energy (eV) = -12062.2022

Cartesian coordinates (Å):
C: -0.07 0.42 1.07
C: -1.22 -0.69 -0.74
C: -0.48 -0.75 0.45
C: -1.79 0.59 -1.24
C: -0.24 -2.12 1.07
C: 2.39 0.78 -0.64
N: 0.32 1.28 1.74
N: 2.60 1.58 0.34
F: 1.36 1.38 -1.28
H: -1.55 -1.60 -1.31
H: -2.83 0.42 -1.56
H: -1.74 1.36 -0.51
H: -1.25 0.86 -2.11
H: -1.15 -2.74 0.98
H: 0.36 -2.69 0.39
H: 0.08 -1.85 1.99
H: 3.21 1.37 1.01
H: 2.01 2.42 0.36

In elementary charge units, the Löwdin charges are: -0.24 -0.06 -0.28 -0.10 -0.03 -0.17 0.18 0.09 -0.08 0.13 0.09 0.06 0.06 0.09 0.08 0.04 0.04 0.11


The following is a quantum chemistry calculation of a 2-piece molecular cluster, C6H9FO overall, from the OMol25 dataset.

Properties
- orbital gap (eV) = 9.43
- E_HOMO (Ha) = -0.32006
- net charge = 0
- SMILES = C=C(C)F.CC=C=O
- energy (eV) = -11130.3364

Cartesian coordinates (Å):
C: -0.12 -1.07 -0.86
C: -0.82 -1.55 0.19
C: -2.28 -1.83 0.20
F: -0.36 -1.71 1.43
H: -0.52 -0.96 -1.95
H: 0.90 -0.80 -0.77
H: -2.76 -0.86 0.10
H: -2.60 -2.41 -0.61
H: -2.54 -2.31 1.12
C: 1.76 1.54 -0.72
C: 0.80 1.77 0.44
C: 1.27 1.85 1.69
O: 1.60 1.98 2.82
H: 1.17 1.11 -1.55
H: 2.53 0.85 -0.63
H: 2.15 2.41 -1.14
H: -0.17 1.97 0.24

In elementary charge units, the Löwdin charges are: 0.04 -0.42 -0.03 0.06 0.11 0.02 0.09 0.06 0.08 -0.12 -0.13 -0.15 0.15 0.07 0.06 0.05 0.06


The following is a quantum chemistry calculation of the molecule C6H9FO2, from the OMol25 dataset.

Properties
- orbital gap (eV) = 10.36
- E_HOMO (Ha) = -0.35856
- net charge = 0
- SMILES = O[C@@H]1CCC=C(F)[C@H]1O
- energy (eV) = -13178.7432

Cartesian coordinates (Å):
O: 0.72 0.47 -1.73
C: 0.31 0.81 -0.41
C: 0.93 -0.19 0.58
C: 0.32 -1.53 0.44
C: -1.18 -1.57 0.08
C: -1.83 -0.50 -0.18
F: -3.16 -0.31 -0.45
C: -1.19 0.83 -0.32
O: -1.50 1.55 0.95
H: 0.40 1.04 -2.51
H: 0.66 1.77 -0.12
H: 0.66 0.24 1.52
H: 1.95 -0.16 0.44
H: 0.61 -2.18 1.25
H: 0.85 -1.86 -0.42
H: -1.55 -2.61 0.13
H: -1.68 1.48 -1.12
H: -1.03 2.45 0.87

In elementary charge units, the Löwdin charges are: -0.03 -0.34 -0.14 -0.16 0.02 -0.25 0.05 -0.23 -0.06 0.14 0.13 0.12 0.10 0.11 0.11 0.13 0.17 0.12


The following is a quantum chemistry calculation of the molecule C6H9N, from the OMol25 dataset.

Properties
- orbital gap (alpha / beta) (eV) = 6.09 / 6.35
- E_HOMO (alpha / beta) (Ha) = -0.21743 / -0.22259
- net charge = 0
- energy (eV) = -7854.6106

Cartesian coordinates (Å):
C: -2.21 -0.44 -0.73
C: -0.77 -0.04 -0.48
C: -0.34 0.53 0.83
C: 1.08 0.40 0.80
C: 2.14 1.21 1.08
C: 1.28 -0.84 0.07
N: 0.24 -1.14 -0.64
H: -2.50 -1.37 -0.24
H: -2.85 0.36 -0.33
H: -2.41 -0.50 -1.81
H: -0.82 1.42 1.21
H: -0.44 0.63 -1.32
H: 3.17 0.88 0.93
H: 1.97 2.24 1.36
H: 2.20 -1.42 -0.01
H: 0.18 -1.89 -1.32

In elementary charge units, the Löwdin charges are: -0.06 -0.40 -0.09 -0.40 0.01 -0.01 0.09 0.08 0.08 0.07 0.09 0.15 0.03 0.04 0.14 0.16